Arrangement a

22
Properties=species:S:1:pos:R:3 method="wB97M-V/def2-TZVPD" smiles="C=C(C)/C=C/C.O.O" total_charge=0 homo_ev=-8.65 lumo_energy_ha=0.0134 homo_lumo_gap_ha=0.331
C 1.0519 0.5630 -2.4058
C 1.7101 -0.2886 -1.3813
C 2.8967 -0.8713 -1.5981
C -0.0440 -1.3975 1.7386
C 0.7618 -1.2926 0.5614
C 0.9174 -0.2100 -0.2078
H 1.6480 0.6387 -3.4163
H 0.0456 0.3466 -2.4452
H 0.9792 1.7314 -2.0964
H 3.4364 -0.7281 -2.5206
H 3.4060 -1.4206 -0.6721
H -1.1840 -1.6846 1.3947
H -0.1495 -0.4051 2.2803
H 0.2180 -2.2175 2.4166
H 1.2929 -2.2373 0.3597
H 0.5628 0.8203 0.0230
H -3.8386 1.0112 2.4617
H -2.3749 1.5692 2.9763
O -3.2553 1.2076 3.2839
H -3.1202 1.5801 -0.9094
H -2.0050 1.7267 0.1446
O -2.9554 1.5583 0.0123



Arrangement b

22
Properties=species:S:1:pos:R:3 method="wB97M-V/def2-TZVPD" smiles="CCCCCC=O.O" total_charge=0 homo_ev=-9.94 lumo_energy_ha=0.0193 homo_lumo_gap_ha=0.384
O -0.8829 3.4543 -0.7227
C -0.7025 2.4291 -1.3279
C -0.2063 1.1666 -0.6703
C 0.2840 1.3931 0.7666
C 0.8789 0.1943 1.5278
C 1.1591 -1.1115 0.7048
C 0.7445 -2.3665 1.4414
H -0.8198 2.3716 -2.4222
H 0.5964 0.7970 -1.3247
H -0.9283 0.3445 -0.6710
H 0.9483 2.2357 0.7370
H -0.5843 1.8195 1.2799
H 1.8563 0.4633 1.9199
H 0.1411 -0.0954 2.2635
H 0.7318 -1.1142 -0.2960
H 2.2199 -1.1456 0.4318
H 1.3719 -2.5516 2.3042
H 0.7551 -3.2215 0.7581
H -0.2899 -2.3287 1.7972
H -1.5059 -2.8211 -2.1857
H -1.4739 -3.5250 -0.8051
O -1.0905 -3.5438 -1.6961



Arrangement c

22
Properties=species:S:1:pos:R:3 method="wB97M-V/def2-TZVPD" total_charge=0 homo_ev=-7.11 lumo_energy_ha=-0.1253 homo_lumo_gap_ha=0.136
C 0.4941 0.5205 2.7653
C 0.9143 0.9928 1.3551
C 2.0131 1.8563 1.3572
C 0.7901 0.7722 -1.1353
C 0.4936 0.1952 0.2336
C -0.6775 -0.8190 0.2090
H 0.5556 1.4606 3.2931
H 1.3474 0.1427 3.3117
H -0.3871 -0.0681 2.6663
H 2.8424 1.8926 0.6378
H 2.0897 2.2352 2.3790
H 1.5392 0.1840 -1.5884
H -0.0208 0.9219 -1.8224
H -1.0386 -1.2950 1.1234
H -0.4808 -1.6027 -0.5243
H -1.5592 -0.3039 -0.1757
H -3.1212 -2.7648 -2.0710
H 1.2699 1.7350 -0.9681
O -2.3787 -2.4393 -1.5702
H -1.6157 -1.1622 -3.9823
H -1.8661 -1.5687 -2.3719
O -1.2038 -0.8854 -3.1216



Arrangement d

22
Properties=species:S:1:pos:R:3 method="wB97M-V/def2-TZVPD" smiles="C=C/C(C)=C/C.O.O" total_charge=0 homo_ev=-9.07 lumo_energy_ha=0.0204 homo_lumo_gap_ha=0.354
C -1.6659 -0.0189 -0.8002
C -2.1537 0.6899 0.2081
C 0.3911 -1.2830 -0.3490
C -0.2360 -0.3431 -1.0443
C 0.3547 0.4394 -2.1844
C 1.8156 -1.7636 -0.5288
H -2.3342 -0.3821 -1.5780
H -1.5373 1.1169 0.9817
H -3.2240 0.8620 0.2367
H -0.1747 -1.8168 0.4094
H -0.0029 0.0470 -3.1434
H 1.4347 0.3971 -2.2655
H 0.0734 1.4949 -2.1664
H 1.8086 -2.7457 -0.9999
H 2.3295 -1.6711 0.4231
H 2.3092 -1.1146 -1.2540
H 0.5654 2.3448 -0.0341
H 1.0136 2.5013 1.4847
O 0.4891 1.9945 0.8625
H -0.5217 0.0577 2.9487
H 0.6745 -0.2518 2.0971
O 0.3435 -0.3616 2.9984



Most stable structure - arrangement b; separation to the second - 0.0176 hartree.



Arrangement a

17
Properties=species:S:1:pos:R:3 method="wB97M-V/def2-TZVPD" smiles="[H]/N=C/C[C@H](C)[NH3+]" total_charge=+1 homo_ev=-14.73 lumo_energy_ha=-0.1131 homo_lumo_gap_ha=0.428
C 1.9414 -0.5433 0.2625
C -1.3144 1.2493 0.1164
C 0.9680 0.5447 0.2112
C -0.3997 0.2841 -0.4721
N 1.6533 -1.7564 -0.0186
N -0.8412 -1.0903 -0.3455
H 2.9671 -0.1977 0.2590
H -1.2349 1.1672 1.2077
H -2.4780 1.2344 -0.0165
H -0.9858 2.3277 -0.0776
H 1.5238 1.3244 -0.3985
H 0.8102 0.8997 1.2299
H -0.3300 0.3568 -1.5648
H 2.3316 -2.5414 0.1036
H 0.0946 -1.6907 -0.3233
H -1.5440 -1.3730 -1.0423
H -1.3589 -1.1614 0.5578



Arrangement b

17
Properties=species:S:1:pos:R:3 method="wB97M-V/def2-TZVPD" total_charge=+1 homo_ev=-14.02 lumo_energy_ha=-0.1232 homo_lumo_gap_ha=0.392
C -0.6595 0.8485 2.0468
C 0.5374 0.1306 1.6517
C 0.2766 -1.6243 -1.8377
C -0.1574 0.7913 -1.0504
N 0.1521 1.2649 0.8665
N -0.3488 -0.5680 -0.9433
H -1.5532 0.3400 1.6427
H -0.6374 1.6165 2.8108
H 1.4714 0.0988 2.1171
H -0.0403 -2.5825 -1.2936
H -0.1534 -1.5233 -2.9332
H 1.3584 -1.5770 -1.9221
H -1.1183 1.2741 -1.0467
H 0.4338 -0.6928 1.0057
H 0.7242 2.0983 0.7662
H 0.9476 0.9767 -1.5765
H -1.2331 -0.8720 -0.3038



Most stable structure - arrangement a; separation to the second - 0.1123 hartree.



Arrangement a

17
Properties=species:S:1:pos:R:3 method="wB97M-V/def2-TZVPD" total_charge=+1 homo_ev=-14.19 lumo_energy_ha=-0.1617 homo_lumo_gap_ha=0.360
C -1.0345 1.1152 0.9135
C 1.9456 0.3307 -0.4841
C -1.5187 -1.2577 -0.4039
C 1.4851 -0.6835 0.3301
N -0.4712 1.1046 -0.4228
N -0.7072 -0.1255 0.1529
H -0.4911 1.3122 1.8578
H -2.0406 1.3774 1.1226
H 2.2139 -0.1215 -1.4486
H 1.2207 1.1553 -0.7635
H 2.6888 0.8985 0.0772
H -2.6383 -0.9401 -0.3110
H -1.1095 -1.4615 -1.4077
H -1.4231 -2.0250 0.3842
H 1.4903 -0.4264 1.4827
H 1.3758 -1.7469 0.1931
H -0.9860 1.4941 -1.2726



Arrangement b

17
Properties=species:S:1:pos:R:3 method="wB97M-V/def2-TZVPD" smiles="[H]/N=[N+](/C)C(C)C" total_charge=+1 homo_ev=-16.23 lumo_energy_ha=-0.1981 homo_lumo_gap_ha=0.398
C 0.4611 -0.1016 0.3036
C 0.8956 1.1839 0.9010
C 1.0904 -0.3264 -1.0790
C -1.9449 -0.3767 1.0147
N -1.8209 0.5127 -1.0749
N -1.2140 0.1363 -0.0664
H 0.4612 -0.9960 0.8867
H 0.3419 2.0147 0.3342
H 1.9690 1.3820 0.6618
H 0.7352 1.2976 1.9349
H 2.2215 -0.6010 -0.9386
H 0.6031 -1.2148 -1.6083
H 1.0862 0.6904 -1.6178
H -3.1162 -0.1656 1.0798
H -1.8438 -1.4401 0.9644
H -1.3470 -0.1485 1.9376
H -1.1421 0.9540 -1.7775



Most stable structure - arrangement b; separation to the second - 0.0897 hartree.



Arrangement a

17
Properties=species:S:1:pos:R:3 method="wB97M-V/def2-TZVPD" total_charge=+1 homo_ev=-14.83 lumo_energy_ha=-0.1712 homo_lumo_gap_ha=0.374
C -2.4689 -0.6257 -0.0766
C -1.0607 -1.2193 -0.0390
C 0.0848 -0.2559 0.6572
N 2.0414 1.9474 0.0982
C 1.9436 0.8687 -0.7049
N 1.3665 -0.2069 -0.1241
H -2.5909 0.3480 -0.5492
H -2.9794 -0.6689 0.9044
H -3.0999 -1.2923 -0.5940
H -1.0619 -2.2447 0.2982
H -0.7108 -1.4717 -1.0923
H -0.3898 0.7119 0.7008
H 0.2947 -0.5392 1.6573
H 2.9754 2.5545 0.1306
H 1.3378 2.3055 0.8315
H 2.6964 0.8821 -1.4826
H 1.6217 -1.0935 -0.6154



Arrangement b

17
Properties=species:S:1:pos:R:3 method="wB97M-V/def2-TZVPD" total_charge=+1 homo_ev=-12.59 lumo_energy_ha=-0.2870 homo_lumo_gap_ha=0.176
C 0.6762 1.5462 1.8308
C -0.6621 1.0403 1.3657
C -0.4415 0.0158 0.3114
C -0.7316 -1.3369 0.6012
N -0.0298 -2.5656 0.2646
N 0.2652 0.1245 -3.8838
H 0.4327 2.2858 2.6975
H 1.4072 0.7143 2.0042
H 1.2958 2.2083 1.1392
H -1.2975 1.8481 0.9937
H -1.2283 0.5904 2.2175
H -1.5900 -1.5030 1.2598
H 0.9550 -2.6770 0.6205
H -0.6697 -3.3778 0.0907
H 0.5625 0.6014 -4.7153
H 0.0181 0.9285 -3.1988
H 1.0380 -0.4433 -3.5988



Arrangement c

17
Properties=species:S:1:pos:R:3 method="wB97M-V/def2-TZVPD" smiles="C=C(N)CC[NH3+]" total_charge=+1 homo_ev=-13.68 lumo_energy_ha=-0.1157 homo_lumo_gap_ha=0.387
C -1.3963 0.6792 -0.3917
C -0.5148 -0.4598 -0.8952
C 0.8718 -0.3871 -0.3307
C 1.9595 -0.3143 -1.0831
N 0.9201 -0.2864 1.1221
N -1.4450 0.6933 1.0898
H -0.9175 1.6153 -0.7049
H -2.3917 0.6337 -0.8240
H -0.9926 -1.4086 -0.6535
H -0.4782 -0.3203 -1.9641
H 2.9480 -0.1844 -0.6657
H 1.8411 -0.3490 -2.1600
H 1.7288 0.2659 1.3816
H 1.0448 -1.1998 1.5506
H -0.4704 0.3433 1.4072
H -1.5772 1.6164 1.4923
H -2.1621 0.0730 1.4721



Most stable structure - arrangement c; separation to the second - 0.0471 hartree.



Arrangement a

17
Properties=species:S:1:pos:R:3 method="wB97M-V/def2-TZVPD" smiles="N/C=C/CC[NH3+]" total_charge=+1 homo_ev=-12.46 lumo_energy_ha=-0.1277 homo_lumo_gap_ha=0.330
C 0.5274 -0.0155 1.7830
C -0.6732 -0.6065 1.0146
C -0.5189 -0.4234 -0.4723
C -0.8639 0.7062 -1.1061
N -0.7340 0.8327 -2.4962
N 1.8142 -0.4203 1.0889
H 0.4570 1.0559 1.6414
H 0.5998 -0.3446 2.8101
H -1.5137 0.0158 1.3375
H -0.9640 -1.5974 1.3511
H -0.0686 -1.2003 -1.0851
H -1.1793 1.5822 -0.5444
H -0.7264 1.7870 -2.8222
H -1.3608 0.2306 -3.0060
H 1.6252 -0.2946 0.0771
H 2.0290 -1.4142 1.2092
H 2.5928 0.1903 1.3319



Arrangement b

17
Properties=species:S:1:pos:R:3 method="wB97M-V/def2-TZVPD" total_charge=+1 homo_ev=-14.28 lumo_energy_ha=-0.1314 homo_lumo_gap_ha=0.393
C -0.0019 0.5542 -1.1141
C 1.0826 0.1803 1.6218
C -0.9774 -1.1492 0.8001
C 0.4496 -0.7198 0.6084
N 0.7294 0.4057 -2.1957
N -1.1000 1.2013 -0.9865
H 0.4677 1.1313 1.5140
H 2.1264 0.2645 1.3819
H 1.1038 -0.0161 2.6682
H -1.3799 -1.6194 -0.1201
H -1.7336 -0.5015 1.2707
H -0.7847 -2.0287 1.5240
H 1.1818 -1.3429 0.1527
H 1.5172 -0.1971 -2.3749
H 0.2751 0.7520 -3.0772
H -1.4311 1.2125 -0.1003
H -1.5248 1.8730 -1.5731



Most stable structure - arrangement a; separation to the second - 0.0519 hartree.



Arrangement a

17
Properties=species:S:1:pos:R:3 method="wB97M-V/def2-TZVPD" total_charge=+1 homo_ev=-13.76 lumo_energy_ha=-0.1412 homo_lumo_gap_ha=0.365
C -1.6768 1.8113 -1.3187
C -1.2395 0.8267 -0.5225
C -0.0910 -0.9905 -0.5626
C -0.5028 -1.9345 -1.5601
N 0.6381 -1.0700 0.4465
N 1.6133 0.9540 1.8670
H -2.2254 2.7384 -1.0206
H -1.6818 1.6611 -2.4548
H -1.5203 0.6105 0.5272
H 0.0663 -1.6464 -2.4524
H -1.5491 -1.7775 -1.8695
H -0.3917 -3.0688 -1.3565
H 1.0076 -0.2799 1.0509
H 0.9381 -2.0123 0.5586
H 0.9556 1.7258 1.9758
H 2.4873 1.2864 1.4989
H 1.6557 0.4738 2.7707



Arrangement b

17
Properties=species:S:1:pos:R:3 method="wB97M-V/def2-TZVPD" total_charge=+1 homo_ev=-13.66 lumo_energy_ha=-0.1617 homo_lumo_gap_ha=0.340
C -0.9313 -1.4290 -0.8722
C 0.4083 1.3617 1.3319
C -1.1526 -1.9877 -2.3400
C 1.0661 0.5791 2.2494
N -0.8751 -0.1921 -0.5684
N 1.0454 2.2000 0.5337
H -0.4903 -2.0990 -0.1255
H -0.6262 1.6409 1.4562
H -0.3373 -2.6653 -2.5909
H -1.1478 -1.1660 -3.0545
H -2.1230 -2.6042 -2.3686
H 0.5694 0.7171 3.2249
H 2.1561 0.7558 2.2305
H 0.7582 -0.4084 2.1844
H -0.9539 0.4756 -1.2957
H 2.0928 2.1562 0.2058
H 0.5414 2.6653 -0.2008



Arrangement c

17
Properties=species:S:1:pos:R:3 method="wB97M-V/def2-TZVPD" smiles="C=[NH+]CCCN" total_charge=+1 homo_ev=-14.09 lumo_energy_ha=-0.1573 homo_lumo_gap_ha=0.360
C 1.0857 0.6476 -1.3270
C 1.1853 0.4031 0.2561
C 0.4642 -0.9264 0.6866
C -1.6980 -0.5405 1.8209
N -0.9639 -0.5731 0.8002
N -0.3899 0.6334 -1.6479
H 1.6074 -0.1717 -1.8066
H 1.4624 1.6381 -1.5751
H 2.2479 0.3538 0.5162
H 0.6566 1.2513 0.6595
H 0.3930 -1.6826 -0.1367
H 0.6580 -1.4753 1.6055
H -1.4025 -0.9765 2.7706
H -2.6729 -0.0555 1.7690
H -0.5339 0.0374 -2.4635
H -1.1384 -0.0272 -0.1358
H -0.9611 1.4639 -1.7920



Most stable structure - arrangement c; separation to the second - 0.0271 hartree.



Arrangement a

18
Properties=species:S:1:pos:R:3 method="wB97M-V/def2-TZVPD" total_charge=0 homo_ev=-8.29 lumo_energy_ha=0.0098 homo_lumo_gap_ha=0.314
C 0.6385 -1.2921 1.8362
C 0.2676 -0.5754 0.5866
C 0.2051 2.7195 -0.7255
C -0.0619 -1.4040 -0.5861
C -1.4703 -1.4487 -1.0765
H 1.7268 -1.9032 2.0379
H 0.7655 -0.2889 2.5151
H -0.1345 -2.0391 2.0417
H -0.0374 0.6630 -1.3198
H -0.0353 3.1123 -1.8392
H 0.7044 2.9963 1.0742
H 0.8083 -2.3216 -1.0001
H -1.8788 -2.3776 -1.3960
H -2.2349 -0.6884 -0.5502
N 0.5298 0.7785 0.5750
N 0.0264 1.3734 -0.6278
N 0.5781 3.4318 0.1990
O -0.3975 -0.7360 -1.7445



Arrangement b

18
Properties=species:S:1:pos:R:3 method="wB97M-V/def2-TZVPD" smiles="ON1C=NNC2(CC2)C1" total_charge=0 homo_ev=-9.09 lumo_energy_ha=0.0320 homo_lumo_gap_ha=0.366
C -0.3597 -0.5476 1.1947
C 0.4680 0.3163 0.2370
C 2.1145 0.1471 0.1816
C 1.2170 -0.5014 -0.7476
C -2.0732 0.4807 -0.1000
H -0.9332 -0.7121 -1.4965
H -0.6535 -0.3496 2.2635
H -0.1826 -1.8166 0.9139
H 2.5787 -0.5112 0.9746
H 2.7515 1.0451 -0.0738
H 1.3110 -1.5154 -0.9183
H 1.0319 -0.1241 -1.7005
H -0.0272 2.4617 0.3438
H -3.0796 0.8076 -0.2001
N -1.6836 -0.7718 0.3762
N -0.0190 1.5050 -0.2302
N -1.3733 1.5293 -0.2860
O -1.0878 -1.4432 -0.7323



Most stable structure - arrangement a; separation to the second - 0.0641 hartree.



Arrangement a

18
Properties=species:S:1:pos:R:3 method="wB97M-V/def2-TZVPD" total_charge=0 homo_ev=-7.45 lumo_energy_ha=0.0160 homo_lumo_gap_ha=0.290
C -1.1976 1.2979 0.7131
C 0.6739 -0.0666 -0.3308
C 0.9281 -0.8020 0.9350
C -0.5679 0.5246 -0.4237
N 1.4116 -0.4097 -1.4421
N -0.9911 0.9294 -1.7084
C -0.2949 -1.7402 1.1271
N 2.0284 -0.8777 1.5924
O -1.3441 -1.4401 1.6819
H 1.2800 0.2816 -2.1807
H 2.3384 -0.7663 -1.2290
H -1.8850 1.4152 -1.6890
H -1.0012 0.1363 -2.3483
H 2.6980 -0.1950 1.2184
H 0.0419 -2.7911 1.0730
H -1.2060 2.3726 0.5008
H -2.2330 0.9705 0.8454
H -0.6793 1.1607 1.6648



Arrangement b

18
Properties=species:S:1:pos:R:3 method="wB97M-V/def2-TZVPD" total_charge=0 homo_ev=-8.47 lumo_energy_ha=0.0253 homo_lumo_gap_ha=0.337
C 2.7384 -0.4129 -0.9397
C -2.6879 -0.1131 -0.1627
C -0.4428 -0.3959 0.9554
C 1.3260 -0.6141 -0.5333
C -1.4183 0.5366 0.2827
N 0.9692 0.2099 0.9782
N 0.3137 -1.1788 -0.8784
N -1.0338 1.7365 0.1164
O -0.7383 -1.2320 1.7744
H 1.4757 -0.0987 1.8044
H 0.9183 1.2299 0.9070
H -1.7309 2.3080 -0.3575
H 2.9404 0.6484 -1.1076
H 3.4191 -0.7746 -0.1637
H 2.9263 -0.9638 -1.8606
H -2.4466 -0.8641 -0.9187
H -3.3843 0.6170 -0.5749
H -3.1442 -0.6384 0.6786



Most stable structure - arrangement a; separation to the second - 0.0057 hartree.